Entry 1:
Computed, not measured: a 9-piece molecular cluster, C16H51NO15 overall at a distorted geometry, with ωB97M-V with the def2-TZVPD basis set.

```
83
Properties=species:S:1:pos:R:3:mulliken_charge:R:1
C 0.73269 -0.10304 2.37793 -0.1771
O 0.18513 -0.77761 3.49175 -0.4361
C -0.38308 -2.05265 3.24601 0.0726
C -0.06999 -2.99676 4.38734 -1.0762
N -0.26228 -2.41409 5.71203 -0.2265
C -1.57445 -1.87242 5.94463 -0.0914
C -1.77587 -1.68119 7.44086 -0.8848
O -3.01963 -1.16414 7.85984 -0.3910
C -3.24096 0.16512 7.41029 -0.6346
H 1.80248 0.05262 2.55881 0.2767
H 0.28739 0.86980 2.17145 0.1767
H 0.70098 -0.68501 1.45351 -0.1575
H 0.02039 -2.59167 2.38483 0.2035
H -1.46181 -1.92523 3.14040 0.2127
H 0.90267 -3.48368 4.31513 0.4807
H -0.77962 -3.84110 4.34720 0.3648
H 0.11314 -2.91647 6.50074 0.2863
H -2.39117 -2.55647 5.66733 0.1019
H -1.56652 -0.87936 5.48502 0.2360
H -0.98319 -1.09208 7.92179 0.4445
H -1.66619 -2.67050 7.89856 0.3901
H -3.39058 0.14565 6.32465 0.2342
H -2.37553 0.76528 7.70363 0.3106
H -4.19171 0.50872 7.81232 0.2381
C -2.96854 1.51766 -0.34577 -0.8064
C -2.12921 2.10153 -1.45555 1.3587
O -2.62832 1.74887 -2.75111 -0.7125
O -2.98790 0.12145 -0.27688 -0.4833
H -3.96576 2.00281 -0.37569 0.3486
H -2.78120 1.93981 0.64838 0.4591
H -1.09732 1.73819 -1.39991 -0.3527
H -1.96528 3.18210 -1.38290 -0.4364
H -3.44987 2.23612 -2.88946 0.3106
H -3.25826 -0.21347 -1.13981 0.2882
C 4.63482 -2.19781 -3.29300 -0.5287
C 3.54276 -1.18806 -3.20906 -0.5613
O 2.42587 -1.59144 -2.43211 -0.3038
O 4.24016 -3.29355 -4.12289 -0.5033
H 4.92893 -2.49520 -2.27657 0.2416
H 5.52583 -1.77962 -3.77434 0.4199
H 3.24576 -1.03254 -4.25575 0.2942
H 3.94919 -0.23386 -2.87555 0.4221
H 2.05591 -2.36938 -2.87543 0.2243
H 5.03063 -3.66909 -4.51278 0.2948
C 0.06494 1.50478 -5.21181 -0.7360
C 0.13977 0.15338 -4.49805 0.2722
O -1.14349 -0.23495 -4.01388 -0.7471
O -0.42386 2.46884 -4.30138 -0.4546
H -0.58747 1.52597 -6.09115 0.2714
H 1.06533 1.72582 -5.58749 0.3488
H 0.68363 0.43531 -3.58371 -0.1084
H 0.68052 -0.67444 -4.94677 0.4794
H -1.54962 0.43253 -3.44308 0.3043
H -1.34790 2.30609 -4.05067 0.3610
C -0.28992 -2.86898 -0.59758 1.2863
C -1.34109 -2.86749 -1.65868 -0.1262
O -0.79842 -2.92189 -2.98884 -0.5487
O 0.18634 -4.20412 -0.39746 -0.5652
H -0.70463 -2.56716 0.37021 -0.2641
H 0.45740 -2.11016 -0.86840 -0.3758
H -2.00494 -2.00018 -1.65323 -0.5153
H -2.02239 -3.72130 -1.56389 0.4910
H -1.05390 -2.10130 -3.43291 0.3890
H -0.02030 -4.65743 -1.22354 0.3692
C 0.50553 5.36433 -1.55757 -0.5567
C -0.97907 5.52361 -1.86765 -0.3589
O -1.74803 5.59195 -0.69808 -0.5799
O 0.83854 3.97203 -1.49674 -0.3185
H 0.72838 5.80053 -0.58013 0.4133
H 1.11512 5.88179 -2.30718 0.3483
H -1.41291 4.77075 -2.53818 0.1802
H -1.02253 6.47035 -2.42019 0.3711
H -1.47712 4.93274 -0.05361 0.3223
H 1.60144 3.87569 -0.91568 0.1691
O 3.24157 2.19256 -0.47201 -0.5781
H 3.97475 2.73371 -0.78638 0.2688
H 3.65447 1.37935 -0.13975 0.2074
O 0.89241 0.64872 -0.98359 0.1214
H 1.30465 1.51872 -1.02154 -0.0024
H 1.61059 0.03720 -1.16673 -0.0764
O 3.28848 -0.88885 0.01448 -0.5634
H 3.03914 -1.30133 0.84902 0.3155
H 2.89411 -1.45539 -0.67597 0.2576
```

Values from the calculation:
* HOMO-LUMO gap: 8.5 eV
* relative energy (zero: lowest compared OMol25 entry of this formula, charge and spin): 74.41 kJ/mol

Entry 2:
Computed, not measured: a 9-piece molecular cluster, C16H52N3O9 overall at a distorted geometry, with ωB97M-V with the def2-TZVPD basis set.

```
80
Properties=species:S:1:pos:R:3:mulliken_charge:R:1
C -1.96946 0.77377 -0.33848 -0.0983
C -1.49347 1.29482 1.02790 0.5048
O -2.30338 2.23268 1.57833 -1.0515
H -2.98996 0.37805 -0.38838 0.2284
H -1.39066 -0.13933 -0.57417 -0.2769
H -1.88342 1.51441 -1.13725 0.1867
H -0.51281 1.76215 0.72824 -0.5673
H -1.22427 0.42114 1.66566 0.1330
C 2.33531 2.87577 1.61344 -0.4660
C 1.69663 4.10771 0.96304 -0.2071
O 1.79023 5.18919 1.88590 -0.5412
H 1.53212 2.27914 2.05552 0.0645
H 2.96078 3.15412 2.46064 0.4554
H 2.85341 2.26555 0.87530 -0.0270
H 0.65597 3.86655 0.74333 0.1747
H 2.30130 4.36655 0.08756 0.2852
H 1.42678 5.98727 1.49497 0.2812
C 5.23100 -1.32449 -0.44132 -1.1172
C 4.39634 -0.96207 -1.65641 0.2942
C 2.98303 -0.56810 -1.30687 0.4909
O 2.20791 -0.47409 -2.49749 -0.5091
C 0.85924 -0.14052 -2.23104 -0.2749
N 5.10902 0.00666 -2.52602 -0.7904
H 4.61447 -1.61728 0.41719 0.2496
H 5.76124 -0.45413 -0.04599 0.2769
H 5.84951 -2.21154 -0.55762 0.3023
H 4.39496 -1.86619 -2.27579 0.3078
H 2.94455 0.42153 -0.82755 -0.1709
H 2.52467 -1.34049 -0.67997 -0.1403
H 0.49194 0.35656 -3.13023 0.3115
H 0.78570 0.53612 -1.37643 0.1883
H 0.24259 -1.03300 -2.09323 0.0049
H 4.46197 0.22189 -3.28213 0.3489
H 5.11926 0.86373 -1.96902 0.2936
C -4.48126 -0.87285 -2.68474 -1.3306
C -3.81179 -2.13581 -3.20521 0.5139
C -2.42943 -1.71953 -3.68826 0.0441
O -1.65707 -2.75623 -4.26797 -0.3457
C -2.27282 -3.32913 -5.41116 -0.7855
N -3.65694 -3.07330 -2.06314 -0.7425
H -4.99940 -0.30613 -3.46455 0.4259
H -3.74381 -0.28818 -2.14289 -0.0343
H -5.35120 -1.09719 -2.06164 0.4317
H -4.41378 -2.60519 -3.98251 0.3517
H -1.88513 -1.37209 -2.80606 -0.3896
H -2.45652 -0.82754 -4.33501 0.3702
H -2.59003 -2.52599 -6.08286 0.3413
H -3.09364 -3.99881 -5.15004 0.2763
H -1.49243 -3.91957 -5.89061 0.2716
H -3.41490 -2.48036 -1.27093 0.3166
H -2.79820 -3.59454 -2.23427 0.3283
C 3.31145 -1.89419 4.36023 -1.4937
C 2.54271 -0.75871 3.67136 0.3087
C 2.12010 -1.13227 2.25783 0.6510
O 1.10236 -2.09965 2.33683 -0.5151
C 0.35060 -2.22296 1.15801 -0.2893
N 1.32461 -0.36377 4.44442 -0.6209
H 3.55097 -1.58257 5.37756 0.4152
H 4.23403 -2.19797 3.86027 0.3220
H 2.66151 -2.77405 4.36734 0.3319
H 3.19353 0.12014 3.69976 0.2128
H 2.98828 -1.52013 1.71575 -0.5580
H 1.76966 -0.21693 1.76544 0.1532
H -0.62122 -2.67701 1.35136 0.3154
H 0.88285 -2.84577 0.42653 0.2946
H 0.12009 -1.25187 0.70678 -0.1566
H 0.63938 -1.01802 4.05864 0.2986
H 1.42860 -0.72265 5.39127 0.2688
O -1.11646 3.00148 4.64166 -0.5896
H -0.65357 2.74069 5.44137 0.2677
H -1.39262 2.17351 4.23207 0.3314
O -3.43498 1.00211 3.92233 -0.7234
H -3.17985 1.15717 2.99213 0.4158
H -4.26886 0.52898 3.86885 0.2336
O -5.24260 1.50056 0.50629 -0.6941
H -4.36796 1.57050 0.93627 0.3655
H -5.41574 2.39140 0.19230 0.2766
O -3.54244 4.44430 -1.99712 -0.6508
H -2.78680 3.84938 -2.01172 0.3189
H -3.41175 4.95667 -1.19362 0.3216
```

Values from the calculation:
* total charge: -1
* HOMO-LUMO gap: 6.5 eV

Entry 3:
Computed, not measured: a 10-piece molecular cluster, C16H52N6O12P overall at a distorted geometry, with ωB97M-V with the def2-TZVPD basis set.

```
87
Properties=species:S:1:pos:R:3:mulliken_charge:R:1
N 3.41048 2.64504 3.46296 -0.7816
P 3.58542 2.01727 1.96000 0.4229
C 1.95763 1.11769 1.54214 -0.3019
N 1.77308 0.79445 0.06569 -0.0655
C 0.46169 0.09123 -0.18565 -0.0718
N 0.00319 0.11623 -1.51020 -0.1478
N -0.43415 -0.58712 0.81422 0.2008
C 0.13763 -0.66603 2.20487 0.0038
C -0.09748 -2.14951 2.85917 -0.6955
C -1.65960 -2.56183 3.12482 -0.2678
C -2.62588 -1.34882 3.65452 0.3306
N -3.25157 -0.36426 2.67125 -0.4455
O -2.97051 -1.16184 4.95794 -0.5655
C 1.73737 -0.31993 2.33550 -0.1032
O 2.26257 -0.32743 3.71010 -0.1232
N 3.12076 -1.39613 3.72366 0.0517
O 3.45597 -1.66385 4.86640 -0.3681
H 2.46257 2.34763 3.79964 0.3159
H 3.75147 3.12941 1.06104 0.0965
H 4.74809 1.15535 1.84528 0.1050
H 1.02670 1.79335 1.84957 0.3974
H 2.51309 0.06409 -0.16205 0.2855
H -0.94830 0.54596 -1.63814 0.2562
H 0.58132 -0.31270 -2.26826 0.2613
H -0.82029 -1.49153 0.46646 0.1675
H -0.42788 0.16507 2.84893 0.2829
H 0.55805 -2.32110 3.83848 0.3679
H 0.32433 -2.93638 2.06765 -0.0048
H -1.64567 -3.37712 3.99506 0.3714
H -2.17130 -3.10634 2.20205 0.2238
H -3.21976 -0.79389 1.71989 0.2298
H -2.69884 0.51988 2.63036 0.2899
H 2.35251 -1.12842 1.71030 0.3103
C 4.65809 -0.32792 -2.56302 -0.6262
O 3.26255 -0.09898 -2.62843 -0.4523
H 4.84493 -1.40267 -2.62190 0.2085
H 5.14990 0.17169 -3.40135 0.3318
H 5.04730 0.05613 -1.61695 0.2139
H 3.12780 0.86246 -2.57396 0.2874
C 1.25405 5.57041 4.20022 -0.6065
O 1.02946 4.53546 3.26072 -0.4317
H 0.30574 5.82971 4.67660 0.2167
H 1.95939 5.22655 4.96083 0.2813
H 1.65396 6.44864 3.68757 0.2595
H 1.88798 4.32686 2.85462 0.2549
C -0.55163 1.03752 -5.33806 -0.6294
O -0.98530 1.12568 -3.99330 -0.5174
H 0.21019 1.79995 -5.51637 0.3012
H -0.12377 0.04849 -5.51979 0.2545
H -1.39864 1.20838 -6.00694 0.2478
H -1.66027 0.43761 -3.86499 0.3179
C -0.49002 -4.42161 -0.41268 -0.6618
O -1.41601 -3.37566 -0.18296 -0.4272
H 0.01420 -4.66224 0.52610 0.2808
H -1.02010 -5.30549 -0.77605 0.2981
H 0.25007 -4.09905 -1.14906 0.2737
H -1.84757 -3.18420 -1.03302 0.2441
C -6.29521 -1.01097 1.34738 -0.6179
O -5.26405 -0.73585 0.41720 -0.5130
H -5.85543 -1.45077 2.24552 0.2320
H -6.80600 -0.08179 1.61192 0.3310
H -7.00440 -1.71690 0.90834 0.3142
H -5.68433 -0.34670 -0.36856 0.2820
C -2.21555 0.11079 -9.15357 -0.5285
O -1.60379 -0.49627 -8.03043 -0.4666
H -2.13041 1.19600 -9.06120 0.2075
H -1.71018 -0.21584 -10.06581 0.2561
H -3.27150 -0.16797 -9.18948 0.2740
H -1.69495 -1.45808 -8.14039 0.2804
C 4.12360 5.27787 -1.73293 -0.6162
O 3.59400 4.18928 -0.99895 -0.4453
H 4.94386 4.91883 -2.35881 0.1980
H 3.34321 5.70432 -2.36808 0.2702
H 4.50029 6.03570 -1.04169 0.2879
H 2.86866 4.53829 -0.45345 0.2833
C 6.69748 -2.56427 -0.11172 -0.3346
O 6.94472 -2.43855 -1.49999 -0.4902
H 5.69235 -2.19517 0.10498 -0.0172
H 6.76755 -3.61564 0.17805 0.2973
H 7.42845 -1.97243 0.44454 0.2802
H 7.84306 -2.77367 -1.66179 0.2904
C -9.62031 -1.87364 2.92961 -0.5107
O -9.72982 -0.52993 2.49756 -0.5007
H -9.87823 -2.53576 2.09983 0.2182
H -8.59357 -2.07296 3.24639 0.2000
H -10.30935 -2.04775 3.75964 0.2894
H -9.49510 0.03365 3.25438 0.2999
```

Values from the calculation:
* total charge: +1
* HOMO-LUMO gap: 6.4 eV

In order of appearance, calculated total energy = -1823.39666; -1482.15439; -2212.87482 Ha.